122
Properties=species:S:1:pos:R:3:lowdin_charge:R:1 method="wB97M-V/def2-TZVPD" relative_energy_kcal_mol=65.37 total_charge=-2 gap_ha=0.2137 multiplicity=1 total_energy_ha=-4672.807270 homo_ev=-2.49
Pb -0.543 -2.198 0.234 1.4488
C -7.343 5.248 -1.394 -0.0695
C -6.158 4.513 -0.808 -0.2665
C -5.447 4.994 0.323 -0.0719
C -4.253 4.476 0.762 -0.0634
C -3.831 3.226 0.211 -0.3335
C -4.507 2.712 -0.831 -0.0877
C -5.659 3.313 -1.320 -0.0306
S -2.508 2.192 0.948 1.0115
O -2.902 0.789 0.703 -0.4812
C -1.116 2.541 -0.190 -0.2744
C -1.114 1.804 -1.428 -0.0148
C -0.113 2.019 -2.352 0.0044
C 0.927 2.926 -2.058 -0.1487
C 2.026 3.105 -2.949 -0.0144
C 3.051 3.980 -2.578 -0.1099
C 3.132 4.575 -1.327 -0.1025
C 2.113 4.346 -0.416 -0.0285
C 0.969 3.590 -0.770 -0.0971
C -0.123 3.394 0.171 -0.1582
C -0.169 4.234 1.443 -0.1607
C -0.377 5.653 1.316 -0.0991
C -0.682 6.315 0.093 0.0029
C -0.856 7.691 0.101 -0.0741
C -0.705 8.489 1.257 -0.0716
C -0.504 7.835 2.453 -0.0530
C -0.307 6.453 2.514 -0.1645
C -0.057 5.842 3.761 -0.0407
C 0.038 4.504 3.862 -0.0626
C 0.002 3.709 2.681 -0.3052
S 0.412 1.955 2.831 1.0362
O -0.068 1.758 4.244 -0.5216
C 2.207 1.743 3.074 -0.3244
C 2.890 0.688 2.498 -0.0560
C 4.216 0.477 2.829 -0.0345
C 4.920 1.276 3.766 -0.2475
C 6.421 1.147 3.974 -0.0592
C 4.134 2.245 4.445 -0.0442
C 2.786 2.440 4.129 -0.0772
H -7.309 6.346 -1.176 0.0795
H -8.308 4.888 -0.970 0.0795
H -7.448 5.107 -2.487 0.0767
H -5.926 5.786 0.910 0.1081
H -3.676 5.007 1.533 0.1121
H -4.195 1.751 -1.227 0.1151
H -6.183 2.789 -2.136 0.1242
H -1.858 1.025 -1.547 0.1036
H -0.232 1.642 -3.372 0.1292
H 1.983 2.557 -3.912 0.1235
H 3.821 4.198 -3.326 0.0959
H 3.893 5.363 -1.075 0.1134
H 2.189 4.802 0.599 0.1290
H -0.680 5.756 -0.855 0.1288
H -1.139 8.178 -0.790 0.0815
H -0.814 9.532 1.307 0.0800
H -0.728 8.306 3.374 0.0961
H 0.112 6.506 4.612 0.1149
H 0.203 3.882 4.812 0.1285
H 2.467 0.109 1.671 0.1004
H 4.747 -0.296 2.294 0.1085
H 6.597 1.291 5.025 0.0596
H 7.001 1.937 3.485 0.0769
H 6.797 0.181 3.649 0.0716
H 4.573 2.818 5.267 0.1028
H 2.222 3.191 4.668 0.0888
C 4.775 -6.105 4.126 -0.2152
Si 3.084 -5.389 4.038 0.4871
C 2.866 -3.851 5.043 -0.2308
C 1.781 -6.719 4.488 -0.1845
C 2.653 -4.869 2.252 -0.2516
C 3.591 -5.337 1.325 -0.1153
C 3.270 -5.203 -0.030 -0.0965
C 2.159 -4.475 -0.430 -0.1216
N 1.402 -3.899 0.506 -0.0941
C 1.567 -4.023 1.827 -0.8147
S 0.382 -3.347 2.860 0.5332
H 4.962 -6.429 5.156 0.0218
H 5.624 -5.412 3.889 0.0483
H 4.901 -6.976 3.435 0.0388
H 3.322 -3.952 6.044 0.0168
H 1.775 -3.603 5.190 0.0029
H 3.232 -2.956 4.517 0.0293
H 2.195 -7.436 5.217 0.0055
H 1.391 -7.278 3.600 0.0398
H 0.922 -6.312 5.055 0.0246
H 4.481 -5.862 1.651 0.0675
H 3.947 -5.608 -0.772 0.0834
H 1.736 -4.526 -1.431 0.1006
O -2.722 -2.409 1.339 -0.2716
H -3.331 -1.740 0.943 0.0301
H -2.964 -3.177 0.687 0.0140
F 0.603 -0.483 0.584 -0.6333
O -3.985 -0.824 -3.532 -0.0975
C -3.898 -2.058 -3.887 -0.3961
C -4.253 -2.348 -5.235 -0.0347
C -4.281 -3.655 -5.685 -0.1050
C -4.142 -4.698 -4.745 -0.1418
C -3.820 -4.438 -3.451 -0.0475
C -3.767 -3.107 -2.962 -0.0766
C -3.315 -2.865 -1.576 -0.5047
O -3.181 -3.775 -0.758 0.0079
O -3.080 -1.590 -1.279 -0.0121
H -3.443 -1.036 -2.126 0.0958
H -4.489 -1.473 -5.902 0.1159
H -4.496 -3.873 -6.718 0.0810
H -4.200 -5.752 -5.018 0.0841
H -3.632 -5.235 -2.743 0.1111
O 1.759 -2.269 -5.239 -0.0232
C 1.292 -3.465 -5.246 -0.3472
C 1.520 -4.342 -6.340 -0.0423
C 1.145 -5.658 -6.270 -0.1453
C 0.502 -6.193 -5.168 -0.1393
C 0.167 -5.342 -4.112 -0.0324
C 0.520 -3.990 -4.161 -0.0819
C 0.092 -3.031 -3.110 -0.4767
O 0.423 -1.767 -3.386 0.0425
O -0.443 -3.384 -2.041 -0.1359
H 1.138 -1.848 -4.251 0.0070
H 2.024 -3.991 -7.212 0.0879
H 1.423 -6.362 -7.130 0.1113
H 0.220 -7.222 -5.136 0.0709
H -0.413 -5.682 -3.223 0.1272



114
Properties=species:S:1:pos:R:3:lowdin_charge:R:1 method="wB97M-V/def2-TZVPD" total_charge=+2 gap_ha=0.2265 multiplicity=1 total_energy_ha=-5366.535147 homo_ev=-11.40
Zn -0.144 -0.168 -0.392 0.3955
C -4.663 -3.089 -1.266 -0.0669
C -4.535 -2.172 -0.230 -0.0802
C -3.309 -2.007 0.394 -0.1617
C -2.199 -2.767 0.005 -0.3668
C -2.325 -3.645 -1.067 -0.0704
C -3.555 -3.804 -1.692 -0.0648
P -0.676 -2.430 0.964 1.0529
C -0.901 -3.313 2.545 -0.3568
C 0.255 -3.557 3.290 -0.0985
C 0.161 -4.048 4.582 -0.0664
C -1.085 -4.274 5.151 -0.0746
C -2.235 -4.027 4.417 -0.0727
C -2.148 -3.541 3.120 -0.0809
C 0.641 -3.430 0.163 -0.3859
C 0.489 -4.814 0.080 -0.0945
C 1.472 -5.598 -0.504 -0.0521
C 2.627 -5.009 -0.996 -0.0562
C 2.797 -3.636 -0.895 -0.0874
C 1.814 -2.828 -0.324 -0.2966
Si 2.020 -0.954 -0.219 0.6202
C 3.163 -0.031 -1.420 -0.2976
C 4.546 -0.191 -1.332 -0.0872
C 5.414 0.502 -2.164 -0.0555
C 4.906 1.395 -3.092 -0.0557
C 3.536 1.597 -3.181 -0.0724
C 2.659 0.886 -2.366 -0.3898
P 0.862 1.195 -2.472 1.0241
C 0.261 -0.334 -3.300 -0.4141
C 1.081 -1.406 -3.642 -0.0779
C 0.530 -2.565 -4.175 -0.0486
C -0.840 -2.670 -4.355 -0.0681
C -1.668 -1.609 -4.012 -0.0742
C -1.120 -0.450 -3.489 -0.1281
C 0.573 2.463 -3.755 -0.3820
C 0.446 2.185 -5.113 -0.0693
C 0.034 3.179 -5.988 -0.0539
C -0.281 4.445 -5.514 -0.0652
C -0.160 4.730 -4.161 -0.0853
C 0.266 3.744 -3.285 -0.1341
C 2.586 -0.472 1.535 -0.2737
C 3.781 -1.001 2.032 -0.0872
C 4.289 -0.620 3.262 -0.0491
C 3.605 0.308 4.036 -0.0512
C 2.413 0.838 3.576 -0.0927
C 1.894 0.447 2.339 -0.3830
P 0.313 1.191 1.807 1.0376
C -0.845 0.890 3.180 -0.3545
C -2.112 1.477 3.092 -0.1497
C -3.108 1.153 3.998 -0.0742
C -2.854 0.222 4.995 -0.0571
C -1.611 -0.386 5.075 -0.0481
C -0.615 -0.072 4.160 -0.0730
C 0.734 2.968 1.771 -0.3593
C 1.750 3.306 0.871 -0.0885
C 2.056 4.633 0.621 -0.0583
C 1.334 5.643 1.248 -0.0725
C 0.333 5.316 2.151 -0.0933
C 0.026 3.984 2.411 -0.1159
H -5.628 -3.251 -1.728 0.1123
H -5.395 -1.606 0.106 0.1080
H -3.207 -1.305 1.218 0.0932
H -1.471 -4.212 -1.411 0.0985
H -3.656 -4.505 -2.511 0.1150
H 1.228 -3.369 2.851 0.1070
H 1.062 -4.244 5.149 0.1120
H -1.159 -4.643 6.166 0.1115
H -3.209 -4.204 4.854 0.1115
H -3.053 -3.357 2.558 0.0946
H -0.400 -5.281 0.487 0.1187
H 1.341 -6.670 -0.568 0.1145
H 3.398 -5.615 -1.453 0.1136
H 3.705 -3.179 -1.272 0.1013
H 4.959 -0.874 -0.600 0.0942
H 6.481 0.337 -2.091 0.1144
H 5.575 1.941 -3.744 0.1143
H 3.143 2.310 -3.895 0.1018
H 2.152 -1.337 -3.514 0.1075
H 1.178 -3.384 -4.458 0.1160
H -1.263 -3.566 -4.790 0.1136
H -2.737 -1.689 -4.162 0.1103
H -1.760 0.399 -3.261 0.0909
H 0.668 1.193 -5.486 0.1164
H -0.053 2.962 -7.044 0.1156
H -0.617 5.210 -6.200 0.1130
H -0.402 5.720 -3.793 0.1019
H 0.383 3.954 -2.225 0.0821
H 4.322 -1.731 1.440 0.1016
H 5.219 -1.043 3.617 0.1158
H 3.998 0.617 4.995 0.1153
H 1.879 1.564 4.178 0.1173
H -2.298 2.203 2.302 0.0709
H -4.083 1.620 3.932 0.1080
H -3.627 -0.027 5.710 0.1152
H -1.416 -1.116 5.849 0.1148
H 0.337 -0.581 4.209 0.1013
H 2.308 2.516 0.377 0.1037
H 2.854 4.881 -0.066 0.1173
H 1.561 6.680 1.043 0.1123
H -0.207 6.101 2.667 0.1098
H -0.738 3.738 3.140 0.0973
N -2.725 4.621 0.041 0.2132
C -3.223 3.309 -0.500 -0.1056
C -2.035 2.386 -0.832 -0.2597
N -2.219 0.989 -0.465 0.0114
H -3.503 5.241 0.276 0.1802
H -2.143 5.093 -0.656 0.1755
H -2.152 4.474 0.879 0.1367
H -3.834 3.513 -1.378 0.1387
H -3.860 2.847 0.254 0.1310
H -1.150 2.742 -0.289 0.0828
H -1.795 2.431 -1.895 0.0928
H -2.946 0.525 -1.003 0.0960
H -2.462 0.896 0.519 0.0467



120
Properties=species:S:1:pos:R:3:lowdin_charge:R:1 method="wB97M-V/def2-TZVPD" relative_energy_kcal_mol=11.46 total_charge=+2 gap_ha="0.1622 / 0.1667" multiplicity=2 total_energy_ha=-3901.954603 homo_ev="-12.11 / -12.22"
Pt -0.127 -0.152 0.549 1.1627
O 0.034 -0.717 2.582 -0.1752
C -1.060 -0.629 3.321 -0.5495
C -0.624 -0.604 4.767 0.1246
C -1.143 -1.395 5.723 -0.0164
C -2.194 -2.273 5.375 0.0546
C -2.672 -2.425 4.084 0.0164
C -2.127 -1.703 3.037 0.0437
C -2.508 -1.965 1.692 -0.2665
N -1.884 -1.542 0.590 0.0058
C -2.475 -2.119 -0.473 -0.0781
C -3.519 -2.905 -0.031 0.0143
N -3.523 -2.799 1.315 0.1610
H 0.179 0.093 4.957 0.1508
H -0.780 -1.366 6.739 0.1280
H -2.632 -2.886 6.152 0.1365
H -3.443 -3.163 3.915 0.1210
H -2.126 -1.970 -1.478 0.0927
H -4.234 -3.499 -0.568 0.1405
H -4.189 -3.244 1.926 0.1709
N 4.138 0.678 0.228 0.2061
C 4.164 -0.439 -0.590 -0.1790
C 5.211 -1.164 -1.147 0.0021
C 4.858 -2.220 -1.961 -0.0590
C 3.512 -2.531 -2.220 -0.0740
C 2.481 -1.815 -1.653 -0.0444
C 2.825 -0.764 -0.804 -0.2614
N 2.018 0.144 -0.130 0.0509
C 2.843 0.974 0.478 -0.2552
C 2.439 2.100 1.306 -0.3187
C 3.202 3.166 1.688 -0.3236
S 2.283 4.200 2.679 1.0833
C 0.946 3.145 2.517 -0.4366
N 1.159 2.102 1.780 0.0372
H 4.935 1.157 0.612 0.1720
H 6.244 -0.905 -0.968 0.1179
H 5.633 -2.815 -2.422 0.1120
H 3.285 -3.350 -2.888 0.1123
H 1.445 -2.050 -1.848 0.1012
H 4.217 3.401 1.429 0.0846
H 0.005 3.350 3.002 0.0851
O 0.829 -2.616 0.407 -0.5744
S 0.409 -3.640 1.417 1.0268
C 1.064 -5.196 0.838 -0.3655
C 0.569 -6.369 1.388 -0.0847
C 1.078 -7.581 0.952 -0.0610
C 2.055 -7.607 -0.035 -0.0576
C 2.526 -6.426 -0.587 -0.0516
C 2.033 -5.205 -0.152 -0.0531
C 1.468 -3.390 2.837 -0.3713
C 2.627 -2.649 2.686 -0.0560
C 3.418 -2.416 3.799 -0.0515
C 3.047 -2.918 5.039 -0.0622
C 1.880 -3.657 5.174 -0.0716
C 1.076 -3.887 4.069 -0.0935
H -0.203 -6.341 2.146 0.1054
H 0.709 -8.504 1.374 0.1133
H 2.446 -8.555 -0.376 0.1141
H 3.280 -6.456 -1.362 0.1123
H 2.391 -4.270 -0.561 0.0846
H 2.893 -2.266 1.709 0.1068
H 4.328 -1.840 3.701 0.1110
H 3.673 -2.741 5.900 0.1115
H 1.600 -4.055 6.140 0.1115
H 0.158 -4.452 4.165 0.1064
C -1.550 1.613 -8.157 -0.0361
C -1.542 1.513 -6.662 -0.2480
C -1.915 2.586 -5.865 0.0021
C -1.911 2.514 -4.479 -0.2913
C -2.363 3.716 -3.699 -0.0600
C -1.504 1.324 -3.872 -0.3927
Te -1.488 1.246 -1.729 1.5916
N -1.633 1.067 0.950 -0.1213
C -2.211 1.165 2.062 -0.4104
O -1.805 0.637 3.254 0.0400
C -3.451 1.967 2.214 -0.1553
C -3.803 2.476 3.463 -0.0171
C -4.958 3.228 3.599 -0.0585
C -5.770 3.465 2.500 -0.0583
C -5.427 2.945 1.259 -0.0549
C -4.271 2.200 1.115 -0.0527
C -0.108 2.849 -1.496 -0.3754
C 1.160 2.750 -2.088 -0.2865
C 1.626 1.643 -2.988 -0.0332
C 2.076 3.773 -1.855 -0.0120
C 1.769 4.883 -1.082 -0.2672
C 2.766 5.983 -0.864 -0.0368
C 0.492 4.969 -0.550 -0.0200
C -0.459 3.975 -0.746 -0.3114
C -1.821 4.205 -0.159 -0.0660
C -1.148 0.216 -4.650 -0.3194
C -0.706 -1.105 -4.078 -0.0735
C -1.173 0.330 -6.033 -0.0061
H -1.919 2.581 -8.488 0.0799
H -2.181 0.839 -8.593 0.0887
H -0.545 1.478 -8.558 0.0892
H -2.234 3.508 -6.335 0.1244
H -3.062 4.304 -4.291 0.0897
H -1.521 4.359 -3.439 0.0920
H -2.869 3.436 -2.772 0.0415
H -3.173 2.291 4.320 0.1152
H -5.225 3.630 4.566 0.1119
H -6.672 4.048 2.611 0.1130
H -6.063 3.121 0.404 0.1127
H -4.006 1.782 0.149 0.0801
H 0.825 1.009 -3.350 0.0284
H 2.350 1.013 -2.483 0.0663
H 2.117 2.071 -3.862 0.1043
H 3.056 3.701 -2.313 0.1280
H 3.775 5.663 -1.121 0.0807
H 2.759 6.322 0.172 0.0714
H 2.524 6.846 -1.486 0.0938
H 0.215 5.845 0.025 0.1323
H -1.745 4.485 0.892 0.0887
H -2.463 3.332 -0.226 -0.0077
H -2.315 5.033 -0.672 0.0995
H -0.869 -1.170 -3.002 -0.0042
H 0.358 -1.272 -4.254 0.0884
H -1.245 -1.925 -4.553 0.0921
H -0.895 -0.526 -6.635 0.1299



123
Properties=species:S:1:pos:R:3:lowdin_charge:R:1 method="wB97M-V/def2-TZVPD" relative_energy_kcal_mol=5.39 total_charge=+1 gap_ha=0.2527 multiplicity=1 total_energy_ha=-4685.171788 homo_ev=-9.29
Mo -0.217 -0.071 -0.128 0.9069
O -2.707 -1.491 1.846 -0.4484
S -1.641 -0.480 1.764 0.8221
C -0.689 -0.835 3.283 -0.3251
C -1.372 -1.053 4.471 -0.0406
C -0.657 -1.351 5.618 -0.0415
C 0.729 -1.457 5.580 -0.0543
C 1.404 -1.298 4.383 -0.0614
C 0.687 -1.005 3.225 -0.3652
P 1.374 -0.836 1.573 1.0053
C 3.158 -0.581 1.707 -0.3480
C 3.651 0.690 1.412 -0.1107
C 5.009 0.954 1.501 -0.0635
C 5.884 -0.053 1.878 -0.0642
C 5.404 -1.324 2.162 -0.0623
C 4.048 -1.590 2.078 -0.0849
C 1.227 -2.466 0.697 -0.3721
C 1.511 -3.775 1.201 -0.0454
C 1.087 -4.925 0.619 -0.0201
C 0.361 -5.073 -0.615 -0.0691
C 0.291 -4.178 -1.611 -0.0371
C 1.111 -2.923 -1.661 -0.2505
C -2.484 1.029 2.304 -0.3330
C -3.626 0.919 3.086 -0.0593
C -4.230 2.075 3.546 -0.0438
C -3.695 3.323 3.233 -0.0513
C -2.588 3.418 2.412 -0.0702
C -1.993 2.259 1.914 -0.3523
P -0.615 2.271 0.727 1.0253
C 0.642 3.139 1.763 -0.3275
C 1.122 2.441 2.869 -0.1166
C 2.011 3.018 3.756 -0.0632
C 2.438 4.323 3.557 -0.0669
C 1.942 5.042 2.481 -0.0654
C 1.045 4.461 1.597 -0.0914
C -1.127 3.545 -0.475 -0.3607
C -2.467 3.739 -0.796 -0.0854
C -2.829 4.594 -1.828 -0.0632
C -1.858 5.267 -2.551 -0.0671
C -0.517 5.076 -2.245 -0.0687
C -0.159 4.215 -1.222 -0.1485
H -2.447 -0.993 4.499 0.1067
H -1.182 -1.503 6.549 0.1143
H 1.279 -1.680 6.483 0.1120
H 2.481 -1.404 4.345 0.1042
H 2.969 1.478 1.115 0.0765
H 5.380 1.945 1.278 0.1078
H 6.943 0.152 1.948 0.1107
H 6.088 -2.112 2.443 0.1131
H 3.694 -2.590 2.284 0.0977
H 1.921 -3.828 2.201 0.0985
H 1.210 -5.829 1.203 0.1149
H -0.230 -5.974 -0.709 0.1221
H -0.408 -4.352 -2.414 0.1033
H 0.769 -2.318 -2.509 0.1486
H -4.040 -0.056 3.292 0.1102
H -5.123 2.008 4.149 0.1129
H -4.163 4.220 3.610 0.1119
H -2.198 4.390 2.136 0.1190
H 0.772 1.438 3.072 0.0721
H 2.362 2.449 4.606 0.1120
H 3.133 4.781 4.245 0.1082
H 2.240 6.070 2.331 0.1089
H 0.653 5.066 0.792 0.0918
H -3.241 3.206 -0.259 0.1161
H -3.875 4.727 -2.066 0.1137
H -2.143 5.937 -3.349 0.1091
H 0.247 5.598 -2.803 0.1103
H 0.890 4.070 -0.997 0.0745
N -8.489 -2.863 -0.431 0.1038
C -7.119 -2.868 -0.589 -0.3226
C -6.553 -2.829 -1.867 -0.0250
C -5.183 -2.787 -2.023 -0.0695
C -4.353 -2.781 -0.909 -0.2908
C -4.903 -2.846 0.365 -0.0556
C -6.274 -2.880 0.522 -0.0239
S -2.609 -2.828 -1.119 0.6308
O -2.366 -3.258 -2.477 -0.3075
O -2.031 -3.570 -0.033 -0.2967
N -1.988 -1.316 -0.994 -0.1763
C -2.343 -0.393 -1.904 -0.4740
N -3.358 -0.457 -2.762 0.1587
C -3.398 0.501 -3.669 -0.0996
C -2.449 1.520 -3.763 -0.0418
C -1.475 1.545 -2.783 -0.1399
N -1.454 0.621 -1.831 -0.0359
H -9.037 -3.159 -1.221 0.0923
H -8.845 -3.187 0.452 0.0920
H -7.196 -2.837 -2.736 0.1104
H -4.744 -2.760 -3.007 0.1030
H -4.254 -2.888 1.222 0.0878
H -6.700 -2.937 1.516 0.1099
H -4.223 0.457 -4.369 0.1153
H -2.483 2.265 -4.540 0.1012
H -0.702 2.302 -2.750 0.0964
C 3.545 3.453 -1.410 -0.1284
C 2.841 2.657 -2.494 -0.3661
S 2.718 0.905 -2.035 0.9694
O 1.249 0.701 -1.711 -0.6459
C 2.935 0.147 -3.653 -0.3674
C 1.829 0.479 -4.638 -0.1055
H 3.564 4.510 -1.673 0.0868
H 4.573 3.121 -1.279 0.0762
H 3.033 3.353 -0.453 0.0521
H 3.337 2.731 -3.460 0.0946
H 1.805 2.975 -2.626 0.0699
H 2.992 -0.925 -3.457 0.0712
H 3.923 0.470 -3.986 0.1009
H 0.852 0.299 -4.193 0.0634
H 1.927 -0.158 -5.514 0.0869
H 1.871 1.516 -4.973 0.0766
N 0.830 -2.089 -0.485 -0.0495
C 2.599 -3.187 -1.829 -0.1742
C 3.547 -2.287 -1.356 -0.0816
C 4.902 -2.496 -1.567 -0.0694
C 5.327 -3.617 -2.264 -0.0782
C 4.389 -4.521 -2.739 -0.0636
C 3.036 -4.311 -2.519 -0.0189
H 3.232 -1.415 -0.796 0.0618
H 5.621 -1.788 -1.179 0.1049
H 6.381 -3.790 -2.431 0.1047
H 4.709 -5.400 -3.279 0.1075
H 2.320 -5.033 -2.888 0.1178



Q: Look up the multiplicity of the fourth one.
A: 1



Q: The highest multiplicity belongs to which entry?
A: C56H51N6O3PtS2Te